{
  "formula": "C3H6N2OS2",
  "method": "ωB97M-V with the def2-TZVPD basis set",
  "de_lowest_ev": 3.822,
  "orbital_gap_ha": 0.3373,
  "smiles": "CSC(/C=N\\S)=N\\O",
  "e_tot_ha": -1098.933470,
  "homo_ev": -9.06,
  "species": ["C", "C", "C", "H", "H", "H", "H", "H", "H", "N", "N", "O", "S", "S"],
  "positions_angstrom": [[0.10906, -1.49860, 2.03604], [0.38433, 0.20451, -0.05799], [0.51651, 1.68153, -0.25407], [0.34632, -1.45619, 3.17189], [-0.90841, -1.00913, 1.85267], [0.07960, -2.55146, 1.62210], [1.17186, 2.18064, 0.43077], [-0.90880, 3.01644, -3.05161], [-0.72522, -2.06917, -1.55629], [0.06452, 2.36992, -1.20341], [-0.37621, -0.37923, -0.89394], [-0.25902, -1.76984, -0.80329], [1.40019, -0.49512, 1.22332], [-0.89473, 1.77570, -2.51619]],
  "mulliken_charge": [-0.69, 0.75, -0.41, 0.31, 0.26, 0.23, 0.39, 0.17, 0.34, -0.44, -0.34, -0.38, -0.10, -0.09]
}

{
  "formula": "C12H31CrN4O7",
  "method": "ωB97M-V with the def2-TZVPD basis set",
  "orbital_gap_ha": [0.3062, 0.3264],
  "e_tot_ha": -2266.029425,
  "multiplicity": 4,
  "homo_ev": [-8.00, -8.56],
  "species": ["Cr", "O", "H", "O", "H", "O", "H", "C", "O", "N", "C", "C", "H", "H", "H", "H", "H", "H", "H", "C", "O", "N", "C", "C", "H", "H", "H", "H", "H", "H", "H", "C", "O", "N", "C", "C", "H", "H", "H", "H", "H", "H", "H", "C", "O", "N", "C", "C", "H", "H", "H", "H", "H", "H", "H"],
  "positions_angstrom": [[25.58703, 10.14728, -18.22836], [24.80626, 11.22641, -16.86526], [25.42303, 11.51882, -16.19008], [25.26582, 11.28257, -19.66286], [25.64149, 11.98542, -20.18963], [27.39251, 10.53383, -17.87990], [28.08293, 10.61955, -17.22522], [26.78163, 7.73850, -20.09177], [26.13421, 8.58468, -19.49559], [27.24169, 7.91720, -21.32659], [27.05918, 9.19262, -21.97976], [27.81639, 6.80955, -22.07849], [26.99358, 6.74254, -19.68470], [26.24532, 9.21788, -22.70795], [27.99866, 9.50452, -22.44090], [26.81770, 9.97025, -21.25255], [27.12078, 6.53707, -22.87019], [28.77795, 7.11571, -22.49154], [28.04867, 5.99520, -21.39684], [28.39162, 13.95186, -12.96370], [29.31288, 13.41162, -12.39707], [28.05087, 13.76550, -14.25480], [28.66791, 12.71458, -15.03925], [26.86331, 14.35618, -14.81682], [27.69027, 14.65266, -12.47486], [27.89399, 11.95012, -15.16185], [29.52751, 12.32237, -14.50235], [29.03235, 13.01399, -16.02371], [26.40863, 13.65840, -15.52814], [26.16595, 14.72968, -14.07610], [27.12183, 15.16284, -15.52127], [25.37846, 7.37535, -16.50910], [25.60351, 8.51348, -16.89627], [26.33837, 6.48675, -16.26739], [26.05460, 5.17845, -15.73365], [27.73708, 6.90821, -16.32820], [24.35922, 6.98898, -16.37666], [26.54857, 5.00967, -14.77527], [26.42869, 4.42154, -16.43072], [24.98527, 5.01635, -15.61640], [28.27456, 6.21508, -16.97231], [27.78182, 7.93562, -16.67256], [28.15452, 6.87703, -15.31851], [29.97629, 8.67350, -18.94145], [30.10902, 7.46318, -18.93721], [30.25465, 9.46322, -20.00256], [30.01017, 10.90022, -19.98284], [30.73858, 8.90671, -21.23773], [29.60718, 9.30223, -18.11936], [29.09917, 11.14789, -20.51675], [30.88443, 11.36627, -20.45310], [30.09672, 11.23050, -18.95171], [30.66548, 7.82686, -21.28626], [30.19867, 9.35682, -22.07416], [31.79344, 9.17940, -21.35936]],
  "mulliken_spin": [2.97, -0.03, 0.01, 0.02, 0.01, 0.02, 0.01, 0.00, -0.02, 0.01, 0.00, 0.00, 0.00, 0.00, 0.00, 0.00, 0.00, 0.00, 0.00, 0.00, 0.00, 0.00, 0.00, 0.00, 0.00, 0.00, 0.00, 0.00, 0.00, 0.00, 0.00, 0.00, 0.00, 0.00, 0.00, -0.01, 0.00, 0.00, 0.00, 0.00, 0.00, 0.00, 0.00, 0.00, 0.00, 0.00, 0.00, 0.00, 0.00, 0.00, 0.00, 0.00, 0.00, 0.00, 0.00]
}

{
  "formula": "C5H10O2",
  "method": "ωB97M-V with the def2-TZVPD basis set",
  "de_lowest_ev": 3.463,
  "orbital_gap_ha": 0.3144,
  "smiles": "C/C=C/C=C\\O.O",
  "e_tot_ha": -346.898187,
  "homo_ev": -7.99,
  "species": ["C", "C", "C", "C", "C", "O", "H", "H", "H", "H", "H", "H", "H", "H", "H", "H", "O"],
  "positions_angstrom": [[1.74078, -1.13545, -1.54144], [1.38932, 0.11200, -0.72058], [0.14813, 0.29172, -0.21715], [-0.63981, 1.48973, -0.14718], [-1.82900, 1.61778, 0.50671], [-2.59246, 0.49121, 0.76471], [1.91761, -0.84027, -2.56983], [2.59831, -1.67014, -1.10680], [0.88481, -1.80297, -1.41141], [2.09329, 0.94480, -0.76788], [-0.29534, -0.70493, -0.05160], [-0.31729, 2.47954, -0.48369], [-2.11336, 2.55446, 1.00853], [-2.50708, 0.06809, -0.09540], [0.07981, -1.78991, 2.79535], [0.02810, -0.86836, 1.68927], [-0.58582, -1.23728, 2.34837]],
  "mulliken_charge": [-0.99, -0.20, -0.26, -0.61, -0.12, -0.48, 0.27, 0.31, 0.32, 0.35, 0.30, 0.31, 0.36, 0.34, 0.31, 0.37, -0.60]
}

{
  "formula": "C4H2N3S",
  "method": "ωB97M-V with the def2-TZVPD basis set",
  "de_lowest_ev": 3.613,
  "orbital_gap_ha": 0.2764,
  "charge": -1,
  "e_tot_ha": -715.943324,
  "homo_ev": -3.91,
  "species": ["C", "C", "C", "C", "N", "N", "N", "S", "H", "H"],
  "positions_angstrom": [[3.36012, 1.41980, 0.08727], [-0.81830, 1.08685, 0.10961], [0.60649, -0.85926, 0.37046], [2.20104, 0.78215, 0.44397], [4.14325, 2.17833, -0.31663], [-0.29089, -0.01256, 0.15938], [1.96179, -0.46082, 0.29001], [2.82298, -1.90377, 0.09121], [-0.69024, 1.54808, -0.92270], [0.43391, -1.84552, 0.75874]],
  "mulliken_charge": [0.35, -0.29, -0.20, -0.47, -0.54, 0.03, 0.08, -0.51, 0.15, 0.40]
}

{
  "formula": "C4H13NO2",
  "method": "ωB97M-V with the def2-TZVPD basis set",
  "de_lowest_ev": 2.103,
  "orbital_gap_ha": [0.1026, 0.3607],
  "charge": -1,
  "e_tot_ha": -365.313788,
  "multiplicity": 2,
  "homo_ev": [1.06, -6.12],
  "species": ["C", "N", "C", "C", "C", "H", "H", "H", "H", "H", "H", "H", "H", "H", "H", "H", "O", "H", "H", "O"],
  "positions_angstrom": [[-0.05112, -2.31380, -0.65909], [0.63872, -1.26348, 0.01842], [-0.39327, -0.56984, 0.80908], [-0.26723, 1.82884, 1.94800], [-0.30146, 0.46783, 2.02110], [-0.88694, -1.96030, -1.29446], [0.47435, -2.76258, -1.45419], [-0.48825, -3.13994, -0.05451], [1.33550, -1.72600, 0.57589], [-1.14550, -1.22274, 1.21345], [-0.83190, 0.00977, -0.01868], [-0.53709, 2.41554, 2.83336], [-0.13004, 2.40539, 1.06950], [-0.45228, 0.03540, 3.00712], [-0.02080, 1.68499, -1.91619], [-1.26551, 1.61166, -3.02253], [-1.04964, 1.33095, -2.08606], [2.36213, 1.45545, -1.42166], [1.54675, 0.39640, -0.54721], [1.46358, 1.31646, -1.02135]],
  "mulliken_spin": [0.46, 0.54, 0.47, 0.31, -0.17, 0.00, -0.22, -0.10, -0.49, 0.11, 0.05, 0.04, -0.31, -0.03, 0.24, -0.08, 0.29, 0.37, 0.19, -0.66]
}

{
  "formula": "C6H10Cl3N2O15V",
  "method": "ωB97M-V with the def2-TZVPD basis set",
  "orbital_gap_ha": [0.0709, 0.0571],
  "charge": -3,
  "e_tot_ha": -3796.371120,
  "multiplicity": 4,
  "homo_ev": [3.13, 3.51],
  "species": ["O", "V", "C", "O", "O", "O", "C", "O", "O", "O", "Cl", "O", "O", "O", "O", "C", "N", "O", "O", "H", "H", "H", "C", "N", "O", "O", "H", "H", "H", "Cl", "C", "C", "Cl", "H", "H", "H", "H"],
  "positions_angstrom": [[-0.64686, -1.26313, 0.52706], [-1.11228, -0.49806, -0.77215], [-3.16483, -1.11435, -4.35440], [-2.57913, -1.02286, -5.42521], [-2.60417, -1.90439, -3.60599], [-2.99294, -0.02418, -3.76596], [1.80815, 0.13445, -3.74317], [1.63631, -0.95291, -3.17488], [1.11366, 1.05560, -3.30958], [1.49237, -0.05591, -4.90649], [-1.84137, 4.53961, 2.01444], [-1.11079, 4.06901, 3.12436], [-3.22636, 4.67043, 2.20594], [-1.30604, 5.77310, 1.44825], [-1.65744, 3.43692, 1.08777], [-7.27801, -1.55081, -0.78118], [-6.19386, -1.69082, 0.24923], [-6.32059, -2.52769, 1.15523], [-5.30734, -0.89575, 0.16406], [-8.10967, -1.11329, -0.22888], [-7.57181, -2.58962, -0.93165], [-7.10473, -0.96492, -1.68384], [3.77789, 4.00958, 1.15017], [4.08852, 2.60754, 1.51372], [5.27461, 2.34186, 1.84462], [3.18271, 1.82462, 1.48961], [3.10069, 4.08979, 0.29984], [4.74826, 4.37399, 0.81300], [3.49730, 4.53392, 2.06364], [6.45653, -4.18302, 1.32387], [4.90528, -3.35607, 1.31901], [3.97706, -3.91528, 2.41381], [4.58525, -3.50261, 4.04614], [4.53105, -3.56293, 0.31639], [5.08002, -2.28318, 1.39954], [3.89196, -5.00193, 2.40802], [2.98071, -3.48669, 2.30562]],
  "mulliken_spin": [-0.21, 2.19, -0.07, 0.21, 0.35, 0.51, -0.02, 0.02, 0.01, 0.04, 0.00, 0.00, 0.00, 0.00, 0.00, 0.00, -0.02, -0.01, 0.00, 0.00, 0.00, 0.00, 0.00, 0.00, 0.00, 0.00, 0.00, 0.00, 0.00, 0.00, 0.00, 0.00, 0.00, 0.00, 0.00, 0.00, 0.00]
}

Q: Which formula does entry 1 have?
A: C3H6N2OS2